[1]
14
Properties=species:S:1:pos:R:3 method="wB97M-V/def2-TZVPD" homo_lumo_gap_ev=9.356
C -2.958 -0.666 0.041
C 0.288 1.032 -0.082
C 2.328 -0.394 0.009
H -3.933 -0.216 0.316
H -2.742 -1.634 -0.506
H -1.145 1.884 -0.439
H 2.187 1.563 0.526
H 3.374 -0.360 0.397
H 2.182 -2.329 -0.034
N -2.147 0.316 0.195
N -0.133 2.212 -0.279
N 1.734 0.741 0.152
N 1.568 -1.520 -0.202
S -0.602 -0.629 -0.091

=====

[2]
14
Properties=species:S:1:pos:R:3 method="wB97M-V/def2-TZVPD" homo_lumo_gap_ev=8.656
H -1.203 2.241 -0.134
N -0.259 1.873 -0.088
C -0.263 0.597 -0.093
N -1.318 -0.333 -0.093
S -2.961 0.039 -0.155
C -0.743 -1.603 -0.085
N 0.533 -1.553 -0.073
N 0.846 -0.215 -0.091
C 2.210 0.235 -0.067
H -3.155 0.149 1.177
H -1.346 -2.543 -0.104
H 2.212 1.321 -0.194
H 2.773 -0.223 -0.887
H 2.675 0.014 0.889

=====

Going through the records in order, we get calculated total energy values of -735.0081 -735.0925 a.u..
Going through the records in order, we get molar mass values of 130.176 130.176 g/mol.
Going through the records in order, we get HOMO energy values of -0.3170 -0.2988 hartree.